Computed, not measured: a molecular structure, C2H4N3 at a distorted geometry, with wB97M-V/def2-TZVPD.

total charge = +1
lowest unoccupied orbital energy = -0.182 Eh
M = 70.075 g/mol
calculated total energy = -242.47468 a.u.
orbital gap = 0.426 hartree

Last column: Mulliken charge in e.
Atoms and positions in Å:
C1 1.519648 2.004810 2.223054  0.04
C2 -0.612148 -1.009726 -0.716342  -0.52
N1 -0.433791 -0.469108 0.509324  0.53
N2 -0.130959 -0.104316 1.483797  -0.12
N3 0.708900 1.611355 1.508418  -0.25
H1 2.218377 2.290202 2.897073  0.35
H2 -0.094331 -0.565359 -1.454053  0.34
H3 -1.785509 -1.145359 -0.969816  0.31
H4 -0.162208 -2.125467 -0.526269  0.31

Forces on the atoms, in the same order (eV/Å):
-2.43 -1.11 -2.12
-3.75 -6.33 0.10
-0.06 0.30 0.19
-1.10 -1.73 2.32
2.08 3.09 0.39
1.88 0.90 1.73
1.75 1.95 -2.46
2.82 0.48 0.71
-1.19 2.44 -0.87